15
Properties=species:S:1:pos:R:3 method="wB97M-V/def2-TZVPD" total_energy_ha=-304.7294 multiplicity=1 charge=0 gap_ha=0.3883 homo_energy_ev=-9.61 de_lowest_ev=2.8876
H -3.46 0.18 0.83
N -2.98 0.03 -0.05
C -1.80 -0.35 0.07
C -0.66 -0.80 -0.70
N -0.77 -0.76 0.87
C 0.41 -0.08 -0.04
C 0.41 1.43 0.01
C 1.78 -0.71 0.02
H -0.56 -1.74 -1.21
H 0.99 1.81 -0.83
H -0.60 1.82 -0.05
H 0.87 1.78 0.93
H 2.22 -0.52 1.00
H 2.44 -0.29 -0.74
H 1.72 -1.79 -0.11

13
Properties=species:S:1:pos:R:3 method="wB97M-V/def2-TZVPD" total_energy_ha=-286.4880 multiplicity=1 charge=0 gap_ha=0.3513 homo_energy_ev=-8.61 de_lowest_ev=3.9078
O -0.56 1.67 1.04
C -0.58 0.31 0.84
C -1.06 -0.01 -0.52
C 1.41 -0.90 -1.10
C 1.48 -0.54 0.17
N 1.17 -0.12 1.27
H 0.25 1.75 1.56
H -2.02 0.39 -0.09
H -1.09 -0.28 1.60
H -0.75 0.63 -1.35
H -1.26 -1.05 -0.78
H 1.72 -0.21 -1.86
H 1.31 -1.95 -1.36

22
Properties=species:S:1:pos:R:3 method="wB97M-V/def2-TZVPD" total_energy_ha=-366.7714 multiplicity=1 charge=-1 gap_ha=0.1904 homo_energy_ev=-2.26 de_lowest_ev=6.2657
C -1.21 0.62 -0.96
C -1.79 0.59 0.41
C -2.98 -0.40 0.51
O -3.87 -0.19 -0.48
C -0.36 0.12 0.23
N 2.99 0.62 -0.40
C 3.02 -0.69 -0.19
C 3.73 -1.32 1.02
H -1.48 -0.17 -1.64
H -0.85 1.54 -1.41
H -3.37 2.29 -1.74
H -1.93 1.55 0.91
H -3.43 -0.26 1.53
H -2.52 -1.43 0.53
H 0.38 0.84 0.57
H -0.14 -0.94 0.28
H -3.05 2.88 -1.41
H 1.92 0.06 -0.47
H 3.16 -1.31 -1.09
H 3.56 -2.40 0.97
H 3.41 -0.84 1.94
H 4.80 -1.17 0.88

53
Properties=species:S:1:pos:R:3 method="wB97M-V/def2-TZVPD" total_energy_ha=-3402.9253 multiplicity=1 charge=+2 gap_ha=0.2644 homo_energy_ev=-15.97 de_lowest_ev=1.1532
Ga 0.37 0.83 0.22
O 2.65 1.69 5.63
C 2.13 1.46 4.44
C 2.14 0.19 3.83
C 1.58 0.08 2.58
N 1.06 1.14 1.99
C 1.01 2.35 2.55
C 1.54 2.56 3.79
C 0.27 3.31 1.67
O 0.09 4.47 1.94
O -0.25 2.75 0.57
C 1.46 -1.17 1.72
O 1.91 -2.22 2.09
O 0.81 -0.96 0.58
H 3.03 0.90 6.04
H 2.57 -0.68 4.31
H 1.51 3.53 4.27
O -2.00 4.35 -0.59
N -1.84 4.05 0.43
C -1.78 -3.91 -1.87
C -3.18 -3.58 -1.37
C -3.30 -3.75 0.14
C -3.63 -2.19 -1.82
N -2.78 -1.12 -1.26
C -2.83 -0.53 -0.05
N -1.83 0.32 0.02
N -1.18 0.21 -1.16
N -1.73 -0.66 -1.93
H -1.52 -4.93 -1.60
H -1.02 -3.26 -1.41
H -1.70 -3.82 -2.95
H -3.89 -4.25 -1.85
H -2.54 -3.16 0.68
H -3.12 -4.79 0.41
H -4.29 -3.48 0.51
H -4.65 -1.97 -1.50
H -3.56 -2.07 -2.90
H -3.57 -0.74 0.71
C 0.86 1.37 -3.55
C 1.01 2.22 -2.32
O 1.57 1.49 -1.19
C 3.04 1.31 -1.31
C 3.56 0.23 -0.39
H 0.44 1.99 -4.35
H 0.21 0.52 -3.39
H 1.82 1.01 -3.92
H 0.05 2.59 -1.97
H 1.66 3.08 -2.49
H 3.47 2.28 -1.09
H 3.22 1.05 -2.35
H 3.49 0.52 0.66
H 4.62 0.11 -0.62
H 3.07 -0.72 -0.56

43
Properties=species:S:1:pos:R:3 method="wB97M-V/def2-TZVPD" total_energy_ha=-2307.0872 multiplicity=2 charge=0 gap_ha="0.3060 / 0.2723" homo_energy_ev="-7.87 / -9.04" de_lowest_ev=0.0000
Hg 2.21 1.63 -0.26
C 4.88 -1.89 -0.23
S 4.62 -0.24 0.37
O 5.89 0.25 0.84
O 3.56 -0.31 1.36
O 4.11 0.50 -0.83
H 5.36 -2.45 0.57
H 5.53 -1.84 -1.10
H 3.92 -2.32 -0.48
C -0.09 0.34 3.80
S 1.40 0.39 2.82
C 2.51 0.99 4.09
O 1.19 1.62 1.92
H 0.04 -0.41 4.58
H -0.89 0.02 3.13
H -0.31 1.31 4.22
H 2.47 0.31 4.95
H 2.21 1.99 4.37
H 3.51 0.98 3.66
O -0.75 -0.92 0.82
S -0.93 0.26 -0.08
C -2.69 0.56 -0.20
C -3.57 -0.47 0.10
C -4.93 -0.23 0.01
C -5.40 1.02 -0.36
C -4.50 2.05 -0.64
C -3.14 1.82 -0.55
C -0.65 -0.33 -1.75
C -0.60 0.58 -2.80
C -0.34 0.12 -4.08
C -0.12 -1.24 -4.29
C -0.15 -2.13 -3.23
C -0.42 -1.68 -1.95
H -3.17 -1.43 0.40
H -5.63 -1.02 0.24
H -6.46 1.21 -0.42
H -4.87 3.03 -0.92
H -2.43 2.62 -0.75
H -0.76 1.64 -2.62
H -0.30 0.82 -4.90
H 0.10 -1.59 -5.29
H 0.03 -3.18 -3.41
H -0.44 -2.35 -1.10

18
Properties=species:S:1:pos:R:3 method="wB97M-V/def2-TZVPD" total_energy_ha=-302.3327 multiplicity=1 charge=0 gap_ha=0.3572 homo_energy_ev=-8.81 de_lowest_ev=1.8777
N 1.33 -3.80 0.74
C 1.59 -2.36 0.86
N 0.83 -1.54 -0.02
H 1.21 -4.22 1.62
H 1.93 -4.29 0.10
H 1.35 -1.95 1.84
H 2.66 -2.40 0.90
H -0.14 -1.24 0.13
H 1.26 -1.28 -0.92
N -0.57 3.19 0.30
C -1.54 2.82 -0.69
N -2.14 1.50 -0.86
H -0.75 4.16 0.57
H 0.41 3.04 -0.09
H -2.53 3.33 -0.48
H -1.16 3.04 -1.74
H -2.17 1.29 -1.76
H -1.56 0.71 -0.50

13
Properties=species:S:1:pos:R:3 method="wB97M-V/def2-TZVPD" total_energy_ha=-487.8519 multiplicity=1 charge=+1 gap_ha=0.2639 homo_energy_ev=-13.03 de_lowest_ev=3.0198
C 1.84 -0.86 0.17
C -0.78 0.47 0.28
N -0.37 1.63 -0.32
N -0.24 -0.79 -0.17
I -3.26 -0.20 0.00
H 2.18 -1.39 -0.70
H 1.77 0.23 0.10
H 1.88 -1.30 1.20
H -0.89 0.43 1.35
H -0.67 1.74 -1.28
H -0.60 2.48 0.13
H -0.80 -1.44 0.44
H -0.07 -1.02 -1.20

76
Properties=species:S:1:pos:R:3 method="wB97M-V/def2-TZVPD" total_energy_ha=-4140.5916 multiplicity=1 charge=0 gap_ha=0.2121 homo_energy_ev=-6.37
Rb 0.68 -1.33 0.38
C 4.34 3.83 4.45
C 3.09 4.25 4.05
C 2.39 3.55 3.07
C 2.94 2.41 2.49
C 4.20 1.99 2.91
C 4.90 2.69 3.88
P 2.19 1.43 1.08
C 0.43 1.76 1.51
C 0.02 1.46 2.82
C -1.25 1.81 3.26
C -2.14 2.42 2.39
C -1.77 2.66 1.08
C -0.49 2.34 0.64
C 2.52 2.66 -0.23
C 3.08 3.91 -0.17
C 3.28 4.63 -1.36
C 2.95 4.10 -2.58
C 2.39 2.81 -2.69
C 2.07 2.16 -3.90
C 1.60 0.87 -3.87
C 1.41 0.18 -2.65
C 1.66 0.77 -1.43
C 2.17 2.09 -1.49
H 4.88 4.38 5.21
H 2.65 5.14 4.48
H 1.42 3.90 2.75
H 4.64 1.11 2.46
H 5.88 2.36 4.19
H 0.73 1.01 3.50
H -1.53 1.63 4.29
H -3.13 2.70 2.74
H -2.47 3.13 0.39
H -0.18 2.58 -0.37
H 3.37 4.35 0.78
H 3.72 5.62 -1.31
H 3.12 4.68 -3.49
H 2.21 2.68 -4.84
H 1.38 0.37 -4.81
H 1.07 -0.86 -2.71
C -3.74 -4.29 -1.36
C -2.33 -4.69 -1.79
As -1.06 -3.17 -1.77
C -1.86 -2.07 -3.21
C -2.13 -2.77 -4.54
C 0.37 -4.07 -2.80
C 1.13 -5.07 -1.93
H -4.40 -5.15 -1.35
H -4.16 -3.55 -2.04
H -3.73 -3.86 -0.35
H -2.34 -5.13 -2.79
H -1.93 -5.44 -1.10
H -1.20 -1.22 -3.35
H -2.80 -1.67 -2.81
H -1.20 -3.14 -4.99
H -2.57 -2.07 -5.25
H -2.82 -3.60 -4.43
H 1.05 -3.31 -3.18
H -0.06 -4.59 -3.66
H 1.53 -4.59 -1.04
H 1.97 -5.51 -2.48
H 0.48 -5.88 -1.60
N -6.58 0.34 3.96
C -5.62 0.00 3.42
C -4.43 -0.44 2.76
C -3.37 -0.97 3.49
C -2.25 -1.39 2.79
N -2.13 -1.31 1.47
C -3.14 -0.78 0.79
C -4.31 -0.33 1.38
H -3.43 -1.06 4.56
H -1.42 -1.83 3.33
H -3.01 -0.73 -0.29
H -5.11 0.09 0.79
O 3.63 -3.57 1.14
C 2.54 -3.41 1.31

13
Properties=species:S:1:pos:R:3 method="wB97M-V/def2-TZVPD" total_energy_ha=-419.2053 multiplicity=2 charge=+4 gap_ha="0.2322 / 0.3031" homo_energy_ev="-31.64 / -31.32" de_lowest_ev=0.0266
In 5.82 -2.42 17.95
C 3.81 -4.31 21.00
O 4.73 -3.35 20.55
H 2.92 -4.32 20.38
H 4.43 -5.21 21.05
H 3.53 -4.01 22.01
H 5.32 -3.19 21.29
C 1.72 -1.74 18.71
O 2.87 -2.53 18.45
H 1.22 -2.09 19.61
H 2.03 -0.72 18.95
H 1.01 -1.71 17.89
H 2.52 -3.42 18.38

17
Properties=species:S:1:pos:R:3 method="wB97M-V/def2-TZVPD" total_energy_ha=-628.2778 multiplicity=1 charge=+1 gap_ha=0.3796 homo_energy_ev=-13.55 de_lowest_ev=2.7042
C 0.27 -1.21 -1.35
C -0.45 -0.74 -0.09
C -0.43 1.08 0.11
N -0.42 1.71 -1.08
N 0.13 -1.18 1.14
S 1.15 1.43 1.36
H 1.03 -0.57 -1.55
H 0.68 -2.14 -1.08
H -0.22 -1.36 -2.29
H -1.62 -0.86 -0.07
H -1.14 1.40 0.76
H -0.64 2.64 -1.09
H 0.43 1.55 -1.66
H -0.63 -1.51 1.73
H 0.53 -0.16 1.70
H 0.97 -1.72 0.97
H 0.36 1.65 2.50

201
Properties=species:S:1:pos:R:3 method="wB97M-V/def2-TZVPD" total_energy_ha=-4053.5855 multiplicity=1 charge=-1 gap_ha=0.3103 homo_energy_ev=-6.84
O -0.41 1.99 -2.56
C -0.08 1.24 -1.66
O 0.35 0.01 -1.75
B 0.53 -0.57 -0.41
O 0.29 0.51 0.54
C -0.23 1.56 -0.14
O -0.74 2.55 0.38
O 1.81 -1.24 -0.19
C 1.62 -2.46 0.22
O 2.47 -3.21 0.64
C 0.06 -2.74 0.07
O -0.49 -1.62 -0.22
O -0.46 -3.82 0.31
C -4.79 -2.81 -1.60
C -5.74 -2.00 -0.70
C -4.96 -0.83 -0.06
O -4.08 -1.31 0.96
C -3.09 -0.43 1.46
N -6.95 -1.63 -1.45
H -5.26 -3.73 -1.95
H -3.90 -3.23 -1.14
H -4.62 -2.25 -2.52
H -6.04 -2.65 0.13
H -5.66 -0.12 0.39
H -4.37 -0.30 -0.82
H -3.49 0.36 2.09
H -2.42 0.06 0.74
H -2.44 -1.11 2.01
H -7.63 -2.38 -1.45
H -6.71 -1.50 -2.43
C 6.18 2.73 2.39
C 6.13 1.21 2.15
C 6.66 0.79 0.76
O 5.87 1.34 -0.24
C 4.60 0.69 -0.44
N 6.92 0.64 3.23
H 5.72 3.02 3.34
H 5.69 3.21 1.54
H 7.14 3.24 2.29
H 5.07 0.94 2.19
H 6.88 -0.28 0.83
H 7.59 1.34 0.60
H 4.71 -0.39 -0.47
H 4.25 0.95 -1.43
H 3.85 0.85 0.34
H 6.99 -0.37 3.10
H 6.29 0.60 4.03
C -3.73 8.74 -1.08
C -4.49 7.46 -1.44
C -4.19 6.34 -0.44
O -2.79 5.94 -0.50
C -2.56 4.93 -1.47
N -5.90 7.78 -1.32
H -2.65 8.63 -1.17
H -4.16 9.11 -0.15
H -3.92 9.58 -1.76
H -4.19 7.14 -2.44
H -4.75 5.43 -0.65
H -4.44 6.44 0.62
H -1.51 4.69 -1.56
H -2.95 5.22 -2.45
H -3.01 3.97 -1.18
H -6.01 8.78 -1.34
H -6.31 7.39 -2.17
C 1.01 -1.20 7.72
C 0.14 0.03 7.30
C -0.36 0.00 5.86
O 0.76 -0.08 4.94
C 0.50 -0.87 3.79
N -1.02 0.00 8.18
H 1.94 -1.28 7.17
H 0.49 -2.14 7.53
H 1.25 -1.16 8.79
H 0.68 0.97 7.39
H -0.88 0.93 5.64
H -1.10 -0.80 5.81
H -0.37 -0.52 3.23
H 0.48 -1.94 3.99
H 1.36 -0.77 3.13
H -0.80 0.44 9.06
H -1.37 -0.93 8.36
C -2.03 2.72 3.41
C -2.79 3.65 2.52
C -4.16 4.16 3.00
O -4.79 3.18 3.83
C -5.61 2.20 3.23
N -1.90 4.75 2.22
H -1.82 3.20 4.36
H -1.07 2.37 3.02
H -2.62 1.82 3.56
H -2.87 3.04 1.61
H -4.84 4.35 2.16
H -4.16 5.03 3.65
H -5.17 1.69 2.38
H -6.50 2.66 2.80
H -5.95 1.46 3.96
H -2.20 5.15 1.35
H -1.08 4.23 1.92
C 6.14 0.98 -4.34
C 5.27 -0.23 -4.73
C 4.18 0.00 -5.80
O 3.18 0.90 -5.44
C 2.36 0.46 -4.32
N 6.19 -1.24 -5.27
H 6.63 0.91 -3.36
H 5.53 1.88 -4.29
H 6.90 1.14 -5.11
H 4.83 -0.75 -3.87
H 3.72 -0.97 -6.04
H 4.68 0.25 -6.73
H 2.84 0.71 -3.37
H 2.09 -0.59 -4.43
H 1.51 1.15 -4.33
H 6.47 -0.92 -6.19
H 5.65 -2.09 -5.39
C -4.75 1.53 -3.35
C -4.21 0.32 -4.11
C -5.16 -0.41 -5.07
O -6.01 -1.22 -4.28
C -6.83 -1.99 -5.10
N -3.07 0.84 -4.89
H -3.93 1.97 -2.79
H -5.59 1.40 -2.66
H -5.13 2.26 -4.07
H -3.82 -0.42 -3.41
H -4.53 -0.98 -5.75
H -5.62 0.37 -5.68
H -6.19 -2.67 -5.67
H -7.30 -1.30 -5.81
H -7.58 -2.54 -4.52
H -3.36 1.63 -5.45
H -2.42 1.27 -4.25
C 1.07 7.62 1.63
C 0.99 7.35 0.08
C 1.00 5.83 -0.19
O 2.31 5.45 0.16
C 2.61 4.06 0.19
N -0.17 7.99 -0.48
H 0.08 7.51 2.07
H 1.36 8.64 1.92
H 1.70 6.98 2.25
H 1.85 7.78 -0.44
H 0.82 5.58 -1.23
H 0.35 5.27 0.49
H 2.88 3.69 -0.80
H 1.78 3.48 0.58
H 3.50 3.84 0.79
H -0.32 8.94 -0.16
H -0.97 7.44 -0.17
C 7.66 -6.57 -2.53
C 7.62 -7.21 -1.13
C 6.34 -6.85 -0.42
O 6.40 -5.48 0.00
C 5.17 -4.96 0.38
N 7.79 -8.66 -1.28
H 8.60 -6.78 -3.05
H 7.59 -5.50 -2.35
H 6.85 -6.83 -3.22
H 8.51 -6.88 -0.61
H 6.07 -7.43 0.46
H 5.59 -6.97 -1.21
H 4.69 -5.42 1.25
H 4.47 -5.03 -0.46
H 5.27 -3.90 0.59
H 8.70 -8.81 -1.70
H 7.90 -9.06 -0.36
C -1.58 -4.08 4.23
C -0.97 -5.22 3.46
C 0.59 -5.21 3.30
O 1.03 -6.37 2.61
C 2.38 -6.37 2.18
N -1.14 -6.52 4.12
H -1.41 -3.08 3.81
H -1.51 -4.08 5.31
H -2.66 -4.07 4.05
H -1.40 -5.12 2.46
H 1.03 -5.15 4.30
H 0.92 -4.33 2.74
H 3.15 -6.26 2.95
H 2.51 -5.60 1.42
H 2.53 -7.35 1.74
H -0.50 -7.17 3.68
H -0.78 -6.40 5.06
O -3.23 -4.02 1.26
H -3.65 -3.16 1.20
H -2.41 -3.92 0.76
O -0.16 3.61 -4.82
H -0.98 3.25 -5.17
H -0.07 3.21 -3.95
C -1.62 -2.22 -4.32
O -1.83 -1.75 -5.67
H -0.64 -2.68 -4.18
H -1.63 -1.30 -3.73
H -2.48 -2.84 -4.07
H -2.23 -0.88 -5.55
C -1.68 -7.12 -0.25
O -0.90 -7.54 0.83
H -1.95 -7.96 -0.89
H -2.56 -6.56 0.08
H -1.09 -6.39 -0.81
H -0.41 -6.83 1.24

9
Properties=species:S:1:pos:R:3 method="wB97M-V/def2-TZVPD" total_energy_ha=-848.0890 multiplicity=1 charge=-1 gap_ha=0.2914 homo_energy_ev=-4.64 de_lowest_ev=1.7742
N -0.18 -2.45 0.81
O 0.48 -0.42 2.34
O -1.12 -2.93 0.24
O 0.86 -3.00 1.10
O -1.77 -0.44 1.14
O 1.98 0.58 0.52
O 1.10 -0.16 -0.26
P -0.34 -0.79 1.24
H 1.80 0.25 1.46